Below is one molecule with the formula C5H9ClO2 at a distorted geometry, with properties calculated with the ωB97M-V functional and the def2-TZVPD basis.

CARTESIAN COORDINATES (ANGSTROEM)
C -2.309 -1.167 0.535
O -1.532 -0.098 -0.157
C -0.261 -0.612 -0.462
C 0.834 0.129 -0.462
C 2.226 -0.457 -0.834
Cl 3.190 -0.661 0.623
O 1.018 1.484 -0.383
C 0.151 2.044 0.479
H -1.900 -1.053 1.519
H -3.527 -1.010 0.623
H -2.312 -2.193 -0.100
H -0.195 -1.638 -0.818
H 2.096 -1.537 -1.307
H 2.803 0.136 -1.522
H 0.372 1.757 1.706
H -0.964 1.629 0.198
H 0.309 3.247 0.362

Atoms 1-2, force components in eV/Å:
-2.64 -0.33 -2.04
-0.76 -2.43 -0.59

## Properties
- SMILES string: CO/C=C(/CCl)OC
- Orbital gap: 9.60 eV